[1]
This record from the OMol25 dataset describes a single C6H7IN2 molecule in a non-equilibrium geometry. The level of theory is wB97M-V/def2-TZVPD.

Values from the calculation:
Energy = -17411.64392 eV
ΔE to the lowest compared entry with this formula, charge and spin = 2.842 eV
Spin multiplicity = 1
E_HOMO = -8.0 eV
HOMO-LUMO gap = 8.30 eV
Net charge = 0

Positions of all 16 atoms, in Å:
C1 -0.986 1.879 0.736
C2 -1.537 1.184 -0.437
C3 0.624 0.854 2.221
C4 -0.396 -1.419 0.919
C5 -0.251 -0.830 -0.262
C6 0.976 -0.923 -1.163
N1 -0.138 1.386 1.526
N2 -1.216 0.051 -0.831
I1 0.976 -2.990 1.622
H1 -1.644 2.587 1.191
H2 -2.263 1.801 -0.986
H3 0.976 0.080 2.878
H4 -1.120 -1.336 1.601
H5 1.599 -1.650 -0.715
H6 1.219 0.088 -1.244
H7 0.640 -1.350 -2.138

---

[2]
This record from the OMol25 dataset describes 6 unconnected molecules or ions with the total composition C10H33O6 in a non-equilibrium geometry. The level of theory is wB97M-V/def2-TZVPD.

Values from the calculation:
Energy = -23177.95560 eV
ΔE to the lowest compared entry with this formula, charge and spin = 5.260 eV
Spin multiplicity = 1
E_HOMO = -13.2 eV
HOMO-LUMO gap = 10.86 eV
Net charge = +1

Positions of all 49 atoms, in Å:
O1 -0.486 -0.351 0.328
H1 0.129 -0.038 1.155
H2 -0.326 -1.167 -0.129
H3 -0.575 0.467 -0.297
C1 -1.750 -2.584 -1.994
C2 -0.373 -3.160 -1.854
O2 0.101 -2.829 -0.598
H4 -1.750 -1.506 -1.862
H5 -2.374 -2.877 -1.129
H6 -2.036 -3.042 -3.029
H7 0.436 -2.743 -2.625
H8 -0.236 -4.290 -2.070
H9 0.770 -3.475 -0.485
C3 -0.097 2.831 2.562
C4 -1.151 3.345 1.654
O3 -1.922 2.208 1.269
H10 0.424 3.633 2.951
H11 0.481 1.907 2.275
H12 -0.490 2.267 3.505
H13 -0.565 3.656 0.817
H14 -1.769 4.098 1.989
H15 -2.838 2.474 1.112
C5 4.124 -0.929 -2.058
C6 3.298 -1.236 -0.798
O4 2.271 -0.303 -0.431
H16 3.272 -0.350 -2.761
H17 4.445 -1.926 -2.435
H18 5.054 -0.309 -2.099
H19 3.962 -1.411 0.050
H20 2.458 -2.162 -1.027
H21 2.842 0.503 -0.107
C7 -1.443 -0.815 3.087
C8 -0.062 -0.759 3.675
O5 0.948 -0.481 2.641
H22 -2.210 -1.037 3.879
H23 -1.437 -1.649 2.344
H24 -1.617 -0.035 2.677
H25 0.047 -1.917 3.915
H26 -0.066 -0.194 4.506
H27 1.663 -0.385 3.184
C9 -2.195 1.548 -2.417
C10 -0.847 2.118 -2.643
O6 0.057 1.521 -1.776
H28 -3.042 2.086 -2.772
H29 -2.498 1.503 -1.376
H30 -2.381 0.551 -2.932
H31 -0.865 3.234 -2.527
H32 -0.313 2.081 -3.705
H33 0.934 1.926 -1.638

---

Q: Look up the spin multiplicity of the second one.
A: 1

---

Q: The highest net charge belongs to which entry?
A: C10H33O6